[1]
Here is the molecule C5H8O2 from the Open Molecules 2025 dataset. Energies are from ωB97M-V with the def2-TZVPD basis set.

SMILES: C=C1[C@@H](O)[C@@]1(C)O
Multiplicity: 1
HOMO energy: -9.3 eV
Orbital gap: 9.976 eV
LUMO level: 0.67 eV

Each line ends with the Löwdin charge.
Element x y z (Å)
C1 1.667 -0.452 0.704  -0.0045
C2 0.503 -0.191 -0.217  -0.4504
O1 0.825 -0.175 -1.591  0.0203
C3 -0.840 -0.866 0.045  -0.2514
O2 -1.565 -1.332 -1.047  0.0078
C4 -0.677 0.584 0.228  -0.1627
C5 -1.373 1.660 0.532  0.0855
H1 2.159 -1.389 0.422  0.0894
H2 1.315 -0.538 1.737  0.0904
H3 2.403 0.359 0.661  0.0846
H4 0.880 0.741 -1.886  0.1160
H5 -2.414 1.492 0.794  0.0692
H6 -0.935 -1.503 0.923  0.1547
H7 -1.018 -1.120 -1.821  0.0915
H8 -1.004 2.683 0.537  0.0596

[2]
Here is a structure of composition C6H12InO12S3 in a non-equilibrium geometry from the Open Molecules 2025 dataset. Energies are from ωB97M-V with the def2-TZVPD basis set.

Multiplicity: 1
HOMO energy: -19.6 eV
Orbital gap: 1.902 eV
LUMO level: -17.66 eV
Net charge: +3

Each line ends with the Löwdin charge.
Element x y z (Å)
In1 0.611 0.771 -3.087  1.3076
C1 -0.189 -2.037 1.934  -0.0719
C2 -0.443 -0.508 2.005  -0.1038
O1 -1.686 -0.389 1.327  -0.1499
S1 -1.710 -1.350 -0.018  0.7265
O2 -1.200 -0.609 -1.159  -0.3052
O3 -3.027 -1.909 -0.221  -0.1235
O4 -0.617 -2.359 0.608  -0.1147
H1 -0.750 -2.587 2.693  0.1704
H2 0.866 -2.286 2.028  0.1421
H3 0.376 0.055 1.543  0.1361
H4 -0.582 -0.087 2.999  0.1630
C3 -4.241 2.494 0.097  -0.0750
C4 -4.647 1.057 -0.357  -0.0388
O5 -4.320 0.962 -1.746  -0.0672
S2 -3.361 2.166 -2.219  0.7297
O6 -4.187 3.122 -2.910  -0.0580
O7 -2.140 1.711 -2.821  -0.3059
O8 -3.107 2.688 -0.678  -0.0958
H5 -4.071 2.779 1.137  0.1773
H6 -5.006 3.239 -0.198  0.1974
H7 -5.707 0.809 -0.282  0.1780
H8 -4.062 0.266 0.141  0.1446
C5 5.463 -1.670 -0.143  -0.1043
C6 5.842 -0.169 -0.111  -0.0978
O9 4.622 0.534 -0.110  -0.1022
S3 3.328 -0.452 -0.033  0.7010
O10 2.273 0.047 -0.873  -0.3646
O11 2.964 -0.696 1.343  -0.1530
O12 4.130 -1.725 -0.622  -0.1229
H9 5.617 -2.013 0.886  0.1672
H10 6.120 -2.155 -0.862  0.1642
H11 6.396 0.113 -1.020  0.1773
H12 6.444 0.188 0.730  0.1720

[3]
Here is a cluster of 2 separate species, CH6NS in total in a non-equilibrium geometry from the Open Molecules 2025 dataset. Energies are from ωB97M-V with the def2-TZVPD basis set.

Multiplicity: 1
HOMO energy: -1.9 eV
Orbital gap: 5.690 eV
LUMO level: 3.82 eV
Net charge: -1

Each line ends with the Löwdin charge.
Element x y z (Å)
N1 2.062 -1.999 -0.588  -0.0434
H1 1.198 -1.698 -0.157  -0.0094
H2 2.987 -2.226 -0.121  0.0184
H3 2.252 -1.244 -1.322  0.0304
C1 -1.773 1.414 0.457  -0.9390
S1 -1.021 2.346 -0.743  0.0070
H4 -2.187 1.978 1.294  -0.0255
H5 -2.469 0.641 0.123  -0.0218
H6 -1.050 0.788 1.058  -0.0166